This record from the Open Molecules 2025 dataset describes a 2-piece molecular cluster, C6H14N2O2 overall at a distorted geometry. The level of theory is ωB97M-V/def2-TZVPD.

Element x y z (Å)
1 C 0.10542 -2.67819 1.12418
2 N 0.30442 -1.67951 2.21870
3 C 0.40350 -0.34151 1.95375
4 C 0.53596 0.59141 3.20385
5 O 0.14405 0.27628 0.87722
6 H 0.76008 -2.29532 0.35823
7 H 0.41837 -3.73217 1.49539
8 H -0.88655 -2.94172 0.88575
9 H 0.71615 -1.86701 2.99049
10 H 0.39011 0.23928 4.12304
11 H 1.57263 1.19982 3.08014
12 H -0.22888 1.29753 3.06624
13 C 1.02524 0.11450 -2.82760
14 N 0.23377 0.77405 -1.83319
15 C -0.72839 1.62234 -2.33606
16 C -1.89904 1.74597 -1.36688
17 O -0.63512 1.85707 -3.53999
18 H 1.50490 0.95331 -3.38019
19 H 1.82312 -0.42428 -2.35378
20 H 0.59352 -0.50136 -3.52615
21 H 0.34373 0.57855 -0.88794
22 H -2.68398 2.23133 -1.90651
23 H -2.07055 0.70516 -0.89715
24 H -1.74246 2.27448 -0.52156

Calculated values
- Kohn-Sham gap (eV) = 9.055
- total charge = 0
- spin multiplicity = 1
- SMILES string = CNC(C)=O.CNC(C)=O

natural (NBO) atomic charge list, values in e, 2 entries:
1. C -0.42
2. N -0.58


This record from the Open Molecules 2025 dataset describes a 2-piece molecular cluster, C6H14N2O2 overall at a distorted geometry. The level of theory is ωB97M-V/def2-TZVPD.

Element x y z (Å)
1 C -0.28061 -2.15948 1.63350
2 N -0.20131 -0.85840 2.37540
3 C 0.24671 0.19922 1.60105
4 C 0.47295 1.44522 2.49975
5 O 0.66176 0.20234 0.46621
6 H -1.13819 -2.88324 2.20876
7 H -0.69738 -1.91089 0.67338
8 H 0.68145 -2.68342 1.45349
9 H -0.53644 -0.84192 3.35832
10 H 0.24253 1.19904 3.47456
11 H 1.64086 1.44458 2.32586
12 H 0.11509 2.45556 2.03751
13 C 1.47014 1.51048 -2.13925
14 N 0.10497 1.00429 -2.21180
15 C -0.19013 -0.33587 -1.92158
16 C -1.67545 -0.64343 -1.80826
17 O 0.59235 -1.22502 -1.77529
18 H 1.88529 1.15731 -3.14365
19 H 1.65393 2.67421 -2.17599
20 H 2.09857 1.05632 -1.34474
21 H -0.70040 1.61940 -1.87044
22 H -2.15160 -1.36526 -2.71457
23 H -1.94778 -1.31987 -0.93638
24 H -2.34730 0.25883 -2.06584

Calculated values
- Kohn-Sham gap (eV) = 9.750
- total charge = 0
- spin multiplicity = 1
- SMILES string = CNC(C)=O.CNC(C)=O

natural (NBO) atomic charge list, values in e, 2 entries:
1. C -0.41
2. N -0.66


This record from the Open Molecules 2025 dataset describes a 2-piece molecular cluster, C6H14N2O2 overall at a distorted geometry. The level of theory is ωB97M-V/def2-TZVPD.

Element x y z (Å)
1 C 1.44571 -2.30288 -2.25994
2 C 0.95323 -1.77964 -0.91364
3 N 2.01887 -1.65716 0.02223
4 C 0.25377 -0.35507 -1.21865
5 O -0.85806 -0.19857 -1.65181
6 H 2.15143 -1.60259 -2.70571
7 H 0.61319 -2.44491 -2.94418
8 H 1.95015 -3.25640 -2.10289
9 H 0.17678 -2.42790 -0.50024
10 H 2.77353 -1.08502 -0.34321
11 H 1.69089 -1.23974 0.89951
12 H 1.02793 0.44245 -1.29842
13 C -0.57570 2.53101 0.76177
14 C -1.47073 1.30520 0.95611
15 N -2.43542 1.41358 2.04766
16 C -0.67884 0.04709 1.26058
17 O 0.48568 0.04120 1.63307
18 H -1.18867 3.42064 0.62345
19 H 0.06236 2.67398 1.63548
20 H 0.05679 2.40336 -0.11310
21 H -2.04114 1.10739 0.04076
22 H -3.11973 2.13343 1.84806
23 H -1.96378 1.66178 2.91257
24 H -1.32824 -0.83125 1.41056

Calculated values
- Kohn-Sham gap (eV) = 9.440
- total charge = 0
- spin multiplicity = 1
- SMILES string = C[C@@H](N)C=O.C[C@H](N)C=O

natural (NBO) atomic charge list, values in e, 2 entries:
1. C -0.61
2. C -0.14


This record from the Open Molecules 2025 dataset describes a 2-piece molecular cluster, C6H14N2O2 overall. The level of theory is ωB97M-V/def2-TZVPD.

Element x y z (Å)
1 C -1.79887 0.92261 1.42778
2 N -0.53080 1.58030 1.11528
3 C 0.63599 1.03323 1.56155
4 C 1.85987 1.88647 1.39612
5 O 0.65880 -0.10451 1.99132
6 H -2.63879 1.50400 1.04625
7 H -1.85469 -0.04904 0.94526
8 H -1.88925 0.74822 2.50034
9 H -0.61204 2.57710 1.00406
10 H 2.36718 1.95608 2.34697
11 H 2.54337 1.41075 0.67914
12 H 1.67272 2.86939 0.97867
13 C 1.65038 -1.72630 -0.65902
14 N 0.34265 -1.16968 -0.93699
15 C -0.37321 -1.56306 -2.00790
16 C -1.74007 -0.93577 -2.13915
17 O 0.05957 -2.36271 -2.81882
18 H 1.58003 -2.57776 0.03164
19 H 2.12252 -2.03117 -1.58699
20 H 2.22617 -0.97844 -0.11557
21 H 0.02844 -0.55097 -0.20875
22 H -2.35203 -1.57572 -2.77670
23 H -2.23335 -0.91311 -1.16696
24 H -1.72458 0.05009 -2.60751

Calculated values
- Kohn-Sham gap (eV) = 9.829
- total charge = 0
- spin multiplicity = 1
- SMILES string = CNC(C)=O.CNC(C)=O

natural (NBO) atomic charge list, values in e, 2 entries:
1. C -0.42
2. N -0.62


This record from the Open Molecules 2025 dataset describes a 2-piece molecular cluster, C6H14N2O2 overall at a distorted geometry. The level of theory is ωB97M-V/def2-TZVPD.

Element x y z (Å)
1 C 0.85265 -1.83110 1.92054
2 N 1.79350 -0.86397 1.26676
3 C 2.25067 -1.03856 -0.08181
4 C 3.37462 0.04394 -0.19997
5 O 1.81654 -1.88534 -0.75556
6 H 0.19620 -2.39586 1.17157
7 H 1.16872 -2.71785 2.53944
8 H 0.10463 -1.33474 2.56308
9 H 1.93660 -0.13256 1.84960
10 H 4.22805 -0.28989 0.36939
11 H 3.57597 0.30629 -1.23700
12 H 3.10159 0.99556 0.17212
13 C -2.52661 -0.83749 -1.08848
14 N -1.63816 0.38831 -1.05643
15 C -2.33252 1.53548 -0.80344
16 C -1.52555 2.73983 -0.31671
17 O -3.52451 1.77586 -1.06398
18 H -2.46113 -1.36036 -2.08076
19 H -2.16908 -1.67590 -0.49524
20 H -3.59757 -0.54271 -0.77422
21 H -0.66477 0.08689 -1.16251
22 H -1.63562 2.70412 0.73048
23 H -0.47538 2.62710 -0.70716
24 H -1.84884 3.70296 -0.75972

Calculated values
- Kohn-Sham gap (eV) = 10.002
- total charge = 0
- spin multiplicity = 1
- SMILES string = CNC(C)=O.CNC(C)=O

natural (NBO) atomic charge list, values in e, 2 entries:
1. C -0.46
2. N -0.67


This record from the Open Molecules 2025 dataset describes a 2-piece molecular cluster, C6H14N2O2 overall at a distorted geometry. The level of theory is ωB97M-V/def2-TZVPD.

Element x y z (Å)
1 C 1.84219 -1.09979 1.63063
2 N 0.43492 -1.02574 1.94639
3 C -0.19167 0.14728 2.20533
4 C -1.68406 0.01631 2.49581
5 O 0.42911 1.18959 2.28766
6 H 2.40190 -0.47662 2.32249
7 H 2.18842 -2.12664 1.74562
8 H 2.11735 -0.78008 0.63370
9 H -0.10485 -1.86235 1.81165
10 H -2.27356 -0.04579 1.58134
11 H -1.81040 -0.85388 3.14448
12 H -1.94772 0.91081 3.05464
13 C -1.44485 1.65025 -2.00669
14 N -0.11996 1.05949 -1.97476
15 C 0.04943 -0.25930 -2.25613
16 C 1.37294 -0.88100 -1.84798
17 O -0.83152 -0.96089 -2.71549
18 H -1.98715 1.50439 -1.07672
19 H -1.36473 2.70512 -2.24084
20 H -1.97718 1.17992 -2.82563
21 H 0.58622 1.52465 -1.41711
22 H 1.13926 -1.72870 -1.21431
23 H 1.69862 -1.36589 -2.76964
24 H 2.18821 -0.17920 -1.66256

Calculated values
- Kohn-Sham gap (eV) = 10.340
- total charge = 0
- spin multiplicity = 1
- SMILES string = CNC(C)=O.CNC(C)=O

natural (NBO) atomic charge list, values in e, 2 entries:
1. C -0.42
2. N -0.62


This record from the Open Molecules 2025 dataset describes a 2-piece molecular cluster, C6H14N2O2 overall at a distorted geometry. The level of theory is ωB97M-V/def2-TZVPD.

Element x y z (Å)
1 C 0.97444 -0.18579 -2.85359
2 N 0.80801 -0.58322 -1.42063
3 C 1.29282 -1.87035 -1.08519
4 C 1.41386 -2.45357 0.32879
5 O 1.57509 -2.66037 -1.95804
6 H 1.07680 -1.20273 -3.47888
7 H 0.09642 0.42039 -3.08732
8 H 1.72703 0.47616 -3.04272
9 H 0.78814 0.23967 -0.83984
10 H 1.80961 -3.40204 0.28317
11 H 1.97012 -1.75245 1.01027
12 H 0.42813 -2.42275 0.85884
13 C -1.05867 -0.56268 1.63496
14 N -1.26108 0.98134 1.83190
15 C -0.83341 1.74259 0.79446
16 C -1.34959 3.11456 0.92207
17 O -0.36422 1.23736 -0.20176
18 H -0.98885 -0.78347 0.44712
19 H -0.33673 -0.93156 2.28839
20 H -1.84859 -1.12844 2.04475
21 H -1.66596 1.17354 2.66273
22 H -1.68051 3.14749 1.97219
23 H -0.57479 3.92267 0.73645
24 H -1.99808 3.48366 0.15188

Calculated values
- Kohn-Sham gap (eV) = 9.265
- total charge = 0
- spin multiplicity = 1
- SMILES string = CNC(C)=O.CNC(C)=O

natural (NBO) atomic charge list, values in e, 2 entries:
1. C -0.43
2. N -0.66


This record from the Open Molecules 2025 dataset describes a 2-piece molecular cluster, C6H14N2O2 overall at a distorted geometry. The level of theory is ωB97M-V/def2-TZVPD.

Element x y z (Å)
1 C -0.37652 -1.07552 -2.33259
2 C 2.21903 1.27650 -0.89914
3 C 0.21551 0.11594 -1.67857
4 O -0.39234 1.17277 -1.59757
5 N 1.49504 0.05102 -1.16299
6 H -0.09301 -1.32458 -3.35958
7 H 2.10689 -0.73874 -1.30119
8 H 3.15393 1.13955 -0.35760
9 H -0.36401 -2.00766 -1.71845
10 H -1.45946 -0.94412 -2.41714
11 H 2.53262 1.79773 -1.80878
12 H 1.58242 1.94498 -0.31609
13 C 0.35812 -1.53275 1.56845
14 C -2.07188 1.31350 1.57380
15 C -1.47772 0.00479 1.98835
16 O -1.90669 -0.63446 2.92335
17 N -0.31887 -0.30843 1.28621
18 H 0.03338 0.29960 0.53959
19 H -0.33990 -2.35331 1.73544
20 H -1.76139 1.54763 0.53342
21 H 0.98441 -1.83559 0.71826
22 H 1.07431 -1.39444 2.39949
23 H -3.16374 1.30494 1.43945
24 H -2.03014 2.18065 2.24387

Calculated values
- Kohn-Sham gap (spin up / spin down) (eV) = 10.477 / 4.897
- total charge = +1
- spin multiplicity = 2

natural (NBO) atomic charge list, values in e, 2 entries:
1. C -0.74
2. C -0.43


This record from the Open Molecules 2025 dataset describes a 2-piece molecular cluster, C6H14N2O2 overall at a distorted geometry. The level of theory is ωB97M-V/def2-TZVPD.

Element x y z (Å)
1 C -0.41961 0.94929 2.95654
2 C 0.83829 -2.24270 1.25230
3 C 0.51936 -0.06691 2.37791
4 O 1.70350 -0.00204 2.47993
5 N -0.07813 -1.29095 1.86684
6 H -1.17034 0.42574 3.55976
7 H -1.06553 -1.27162 1.61397
8 H 1.71253 -2.46623 1.87819
9 H 0.24677 1.64007 3.45105
10 H -0.97684 1.51104 2.19870
11 H 0.21218 -3.12408 1.10644
12 H 1.28136 -1.75424 0.37963
13 C -0.14595 1.92942 -0.91323
14 C -1.31354 -0.49012 -3.47674
15 C -0.44773 0.06355 -2.41321
16 O 0.59645 -0.34022 -1.95433
17 N -0.91543 1.34248 -2.01858
18 H -1.89299 1.56126 -1.97557
19 H 0.94371 1.94623 -1.00877
20 H -2.30954 -0.04869 -3.48120
21 H -0.30402 3.00953 -1.01025
22 H -0.40860 1.56123 0.07321
23 H -0.82523 -0.14016 -4.41483
24 H -1.32085 -1.54526 -3.70482

Calculated values
- Kohn-Sham gap (spin up / spin down) (eV) = 9.370 / 3.964
- total charge = +1
- spin multiplicity = 2

natural (NBO) atomic charge list, values in e, 2 entries:
1. C -0.73
2. C -0.48


This record from the Open Molecules 2025 dataset describes a 2-piece molecular cluster, C6H14N2O2 overall at a distorted geometry. The level of theory is ωB97M-V/def2-TZVPD.

Element x y z (Å)
1 C -2.20713 1.94632 0.42585
2 C -2.43715 -1.90402 -0.26954
3 C -1.69510 0.43216 0.35617
4 O -0.48471 0.17624 0.38175
5 N -2.70379 -0.43870 -0.03939
6 H -3.27677 2.07491 0.70949
7 H -3.60905 -0.18235 -0.47279
8 H -1.86500 -2.32221 0.50358
9 H -1.60258 2.49454 1.28259
10 H -2.01449 2.40232 -0.60467
11 H -3.38770 -2.37825 -0.03444
12 H -2.18116 -1.99339 -1.36825
13 C 2.50716 -1.84756 0.41833
14 C 1.95904 1.72176 -0.50153
15 C 2.83862 0.42223 -0.59357
16 O 3.78713 0.08728 -1.28523
17 N 2.13821 -0.43154 0.27285
18 H 1.49422 -0.22971 0.97940
19 H 1.54652 -2.40133 0.41496
20 H 2.58172 2.76548 -0.29544
21 H 2.95168 -2.28335 -0.50751
22 H 2.89387 -1.91615 1.35352
23 H 1.45936 2.00822 -1.47010
24 H 1.30709 1.79709 0.34395

Calculated values
- Kohn-Sham gap (spin up / spin down) (eV) = 10.239 / 4.964
- total charge = +1
- spin multiplicity = 2

natural (NBO) atomic charge list, values in e, 2 entries:
1. C -0.72
2. C -0.43